{"formula": "C3H8S2", "method": "ωB97M-V/def2-TZVPD", "elements": ["H", "H", "S", "C", "H", "H", "C", "S", "H", "H", "C", "H", "H"], "coordinates": [[-0.298, -3.053, -2.771], [0.648, 2.031, 3.146], [0.161, -0.737, 1.682], [0.618, 2.388, 2.013], [-0.466, 2.647, 1.706], [1.206, 3.227, 1.683], [-1.162, -1.170, -2.268], [1.024, 0.900, 0.890], [0.757, -0.921, 2.857], [-1.026, -0.143, -2.004], [-0.133, -2.043, -2.363], [-2.188, -1.437, -2.535], [0.859, -1.689, -2.037]], "total_energy_ev": -24909.621, "charge": 0, "gap_ev": 9.32}